1) Molecular formula: C2H8N2O2
Method: DFT, the ωB97M-V functional and the def2-TZVPD basis

The HOMO energy is -9.217 eV. As for the LUMO energy: 0.3 eV. The SMILES is CNC(N)=O.O. For the HOMO-LUMO gap, the calculation gives 9.49 eV. Its spin multiplicity is 1.

Last columns: bonded neighbours and bond lengths (Å).
Atoms and positions in Å:
1 C 1.43 -1.76 -0.46  N2 1.487, H6 1.085, H7 1.102, H8 1.092
2 N 0.32 -0.79 -0.24  C1 1.487, C3 1.365, H9 1.019
3 C 0.70 0.50 -0.02  N2 1.365, N4 1.380, O5 1.221
4 N -0.36 1.36 0.16  C3 1.380, H10 0.998, H11 1.006
5 O 1.85 0.89 0.13  C3 1.221
6 H 1.23 -2.62 0.17  C1 1.085
7 H 2.40 -1.32 -0.21  C1 1.102
8 H 1.43 -1.97 -1.54  C1 1.092
9 H -0.66 -0.99 -0.42  N2 1.019
10 H -1.34 1.25 0.30  N4 0.998
11 H -0.13 2.30 -0.11  N4 1.006
12 H -3.21 -0.59 -0.23  O14 0.966
13 H -3.76 0.36 0.76  O14 0.966
14 O -2.91 0.03 0.45  H12 0.966, H13 0.966

***

2) Molecular formula: C2H8N2O2
Method: DFT, the ωB97M-V functional and the def2-TZVPD basis

The HOMO energy is -9.527 eV. As for the LUMO energy: 0.6 eV. The SMILES is O=CO.NCN. For the HOMO-LUMO gap, the calculation gives 10.17 eV. Its spin multiplicity is 1.

Last columns: bonded neighbours and bond lengths (Å).
Atoms and positions in Å:
1 N -0.32 -0.18 -1.04  C2 1.474, H4 1.009, H5 1.018
2 C -0.57 1.27 -0.98  N1 1.474, N3 1.460, H6 1.105, H7 1.094
3 N -1.01 1.90 -2.23  C2 1.460, H8 1.008, H9 1.008
4 H -1.21 -0.61 -1.19  N1 1.009
5 H 0.26 -0.23 -1.88  N1 1.018
6 H -1.43 1.37 -0.30  C2 1.105
7 H 0.23 1.84 -0.50  C2 1.094
8 H -1.80 2.51 -2.14  N3 1.008
9 H -0.26 2.45 -2.62  N3 1.008
10 O 0.57 -2.19 1.11  C11 1.181
11 C 0.41 -1.26 1.81  O10 1.181, O12 1.358, H13 1.110
12 O 1.18 -0.14 1.75  C11 1.358, H14 0.957
13 H -0.44 -1.16 2.52  C11 1.110
14 H 0.60 0.60 1.91  O12 0.957

***

The structure with the least stability is 2).